Record 1
Below is a 5-piece molecular cluster, CH10O5 overall at a distorted geometry, with properties calculated with ωB97M-V/def2-TZVPD.

Properties
* orbital gap: 10.2 eV
* SMILES: C=O.O.O.O.O
* E: -420.239922 hartree
* energy relative to the best compared isomer or geometry (same formula, charge and spin): 1.167 eV

```
16
CH10O5 | the OMol25 dataset | ωB97M-V/def2-TZVPD
O -0.2105 0.0912 -2.5259
C 0.0300 0.3458 -1.3299
H -0.3388 -0.4703 -0.6335
H 0.4185 1.2769 -0.8947
H -0.0779 -2.8563 -1.8474
H 1.1306 -2.6400 -0.7593
O 0.1582 -2.9986 -0.9278
H -0.6054 -2.1318 0.5280
H -0.0650 -1.9226 1.9923
O -0.4255 -1.4155 1.2122
H -0.2156 2.5460 0.3670
H -1.0575 3.7629 -0.1448
O -0.1077 3.5051 -0.0242
H -0.0487 0.3082 1.6525
H 1.1513 1.3300 1.5525
O 0.2640 1.2690 1.7830
```

Here are the Mulliken charges for atoms 1 to 2, given in e:
1. O -0.481
2. C 0.286

***

Record 2
Below is a 5-piece molecular cluster, CH10O6 overall at a distorted geometry, with properties calculated with ωB97M-V/def2-TZVPD.

Properties
* orbital gap: 11.5 eV
* SMILES: O=CO.O.O.O.O
* E: -495.528518 hartree
* energy relative to the best compared isomer or geometry (same formula, charge and spin): 1.286 eV

```
17
CH10O6 | the OMol25 dataset | ωB97M-V/def2-TZVPD
O -2.0366 -0.8737 -1.9968
C -0.9125 -1.3603 -1.7329
O -0.5076 -1.5065 -0.4250
H -0.0928 -1.5163 -2.4485
H 0.1129 -0.8318 -0.1245
H 0.8925 -0.5559 1.9682
H 2.3108 -0.2465 2.3064
O 1.8279 -0.8193 1.7230
H -0.7770 1.2177 1.3240
H 0.2686 1.7989 0.4330
O 0.2023 1.3374 1.2739
H -2.4740 -0.0821 -0.2615
H -2.8137 1.4614 -0.2426
O -2.4287 0.7281 0.2748
H 2.0626 0.1349 0.0646
H 2.5537 0.8351 -1.1933
O 1.8117 0.2789 -0.9428
```

Here are the Mulliken charges for atoms 1 to 2, given in e:
1. O -0.544
2. C 0.236

***

Record 3
Below is a 5-piece molecular cluster, CH10O6 overall at a distorted geometry, with properties calculated with ωB97M-V/def2-TZVPD.

Properties
* orbital gap: 11.2 eV
* SMILES: O=CO.O.O.O.O
* E: -495.547575 hartree
* energy relative to the best compared isomer or geometry (same formula, charge and spin): 0.768 eV

```
17
CH10O6 | the OMol25 dataset | ωB97M-V/def2-TZVPD
O 0.3363 -1.0243 1.6136
C 0.2311 0.1542 1.8123
O -0.8231 0.8507 1.4649
H 1.0398 0.6850 2.3451
H -0.6298 1.7591 1.1036
H 1.4077 0.6115 -0.9703
H 2.2128 0.9114 -2.1716
O 1.6754 1.3705 -1.5140
H -0.9594 -0.5876 -2.0483
H -0.4858 -1.5681 -0.9105
O -0.3316 -1.2731 -1.8141
H -1.2733 -4.2368 0.8126
H -0.4614 -3.0047 1.3147
O -1.1356 -3.2871 0.6818
H 0.1997 2.3943 -0.9766
H -0.4559 3.6047 -0.3522
O -0.5470 2.6403 -0.3909
```

Here are the Mulliken charges for atoms 1 to 2, given in e:
1. O -0.464
2. C 0.087

***

Record 4
Below is a 5-piece molecular cluster, CH10O6 overall at a distorted geometry, with properties calculated with ωB97M-V/def2-TZVPD.

Properties
* orbital gap (alpha / beta): 8.0 / 3.1 eV
* total charge: +1
* E: -495.085860 hartree
* energy relative to the best compared isomer or geometry (same formula, charge and spin): 2.822 eV
* 2S+1: 2

```
17
CH10O6 | the OMol25 dataset | ωB97M-V/def2-TZVPD
O 1.5149 -0.7382 2.8195
C 1.5479 0.0903 1.8970
O 0.5178 0.6881 1.2283
H 2.4791 0.3646 1.3480
H 0.6636 1.2527 0.4396
H 3.1238 -0.1916 -0.2422
H 3.0416 -1.1225 -1.3167
O 2.7228 -0.2211 -1.0627
H -3.2523 -0.5662 -0.3540
H -2.7081 0.6703 -0.0703
O -3.4270 0.3141 -0.5793
H -0.3846 -1.3197 0.3785
H -0.6794 -1.8520 -1.1083
O -1.0947 -1.5521 -0.2985
H -1.6503 1.7617 -0.4809
H -1.4746 0.9753 -1.6176
O -0.9405 1.4463 -0.9803
```

Here are the Mulliken charges for atoms 1 to 2, given in e:
1. O -0.025
2. C 0.394

***

Record 5
Below is a 4-piece molecular cluster, CH11N2O3 overall at a distorted geometry, with properties calculated with ωB97M-V/def2-TZVPD.

Properties
* orbital gap: 11.9 eV
* total charge: +1
* E: -379.703451 hartree
* energy relative to the best compared isomer or geometry (same formula, charge and spin): 1.084 eV

```
17
CH11N2O3 | the OMol25 dataset | ωB97M-V/def2-TZVPD
N 0.2309 -0.6573 -0.6012
C 0.0874 -1.9683 -0.4795
N -0.7116 -2.5184 0.4586
H -0.4237 -0.0770 -0.2072
H 1.0446 -0.2714 -1.0573
H 0.7599 -2.5584 -1.2063
H -0.7126 -3.5162 0.5688
H -1.2275 -1.9189 1.0768
H 3.4415 1.1819 -0.4542
H 3.0504 2.2790 0.2349
O 2.6389 1.5867 -0.3347
H -2.6856 0.0654 1.6733
H -1.8527 1.1222 1.0095
O -1.9609 0.1498 1.0249
H 0.4250 2.2674 -0.6281
H -0.6130 3.2005 -0.3062
O -0.4738 2.2966 -0.2937
```

Here are the Mulliken charges for atoms 1 to 2, given in e:
1. N -0.111
2. C 0.219

***

Record 6
Below is a 4-piece molecular cluster, CH11N2O3 overall at a distorted geometry, with properties calculated with ωB97M-V/def2-TZVPD.

Properties
* orbital gap: 12.2 eV
* total charge: +1
* E: -379.718382 hartree
* energy relative to the best compared isomer or geometry (same formula, charge and spin): 0.678 eV

```
17
CH11N2O3 | the OMol25 dataset | ωB97M-V/def2-TZVPD
N -0.4748 0.2401 -0.7173
C -0.6166 0.9151 0.3834
N -0.3698 0.4425 1.5903
H -0.0224 -0.6638 -0.6289
H -0.4163 0.7216 -1.5875
H -1.0856 1.8846 0.4607
H -0.2990 1.0179 2.4097
H -0.0277 -0.5165 1.5969
H -0.7128 3.2083 -2.3018
H -1.8271 3.3994 -1.3016
O -1.2057 2.7429 -1.6342
H 1.6938 -2.5094 -1.3980
H 1.6470 -2.3399 -2.8850
O 1.5318 -1.8370 -2.0712
H 1.5844 -2.0993 3.0995
H 0.2409 -2.8019 2.8684
O 0.8036 -2.0938 2.5369
```

Here are the Mulliken charges for atoms 1 to 2, given in e:
1. N -0.250
2. C 0.332

***

Record 7
Below is a 5-piece molecular cluster, CH11NO4 overall at a distorted geometry, with properties calculated with ωB97M-V/def2-TZVPD.

Properties
* orbital gap: 10.2 eV
* SMILES: C=N.O.O.O.O
* E: -400.366128 hartree
* energy relative to the best compared isomer or geometry (same formula, charge and spin): 1.508 eV

```
17
CH11NO4 | the OMol25 dataset | ωB97M-V/def2-TZVPD
C 3.3302 3.5023 0.1361
N 3.7921 4.5563 -0.4005
H 3.5602 3.3167 1.1812
H 2.6517 2.8824 -0.4500
H 3.1998 4.8163 -1.1956
H -2.2950 0.1529 0.6229
H -2.0891 -0.2777 2.0692
O -1.6119 0.0371 1.2944
H -0.8153 -3.4556 1.1034
H -1.6544 -3.4165 2.4073
O -1.5555 -3.8693 1.5639
H 0.6859 -1.5841 -0.6802
H -0.4499 -1.4696 0.3949
O -0.1767 -1.9151 -0.4169
H -1.6338 -1.3975 -2.0517
H -3.0820 -1.0901 -2.0199
O -2.2518 -0.6989 -2.3181
```

Here are the Mulliken charges for atoms 1 to 2, given in e:
1. C -0.232
2. N -0.467

***

Record 8
Below is a 5-piece molecular cluster, CH11NO4 overall at a distorted geometry, with properties calculated with ωB97M-V/def2-TZVPD.

Properties
* orbital gap: 11.1 eV
* SMILES: C=N.O.O.O.O
* E: -400.398530 hartree
* energy relative to the best compared isomer or geometry (same formula, charge and spin): 0.626 eV

```
17
CH11NO4 | the OMol25 dataset | ωB97M-V/def2-TZVPD
C -2.0347 1.2691 -0.7836
N -2.4995 0.3159 -0.1156
H -1.4341 1.9966 -0.2411
H -2.2005 1.4589 -1.8431
H -3.0613 -0.3319 -0.6890
H 1.0650 -0.2857 2.9265
H 1.2505 0.4777 1.5968
O 0.5738 0.1681 2.2369
H 2.0785 1.9128 -0.4742
H 1.5997 0.4693 -0.7957
O 1.7132 1.1166 -0.0840
H -1.1328 -1.1402 0.0434
H -0.1575 -1.1302 1.1422
O -0.4434 -1.7073 0.4189
H 0.8807 -1.5370 -0.6772
H 2.2721 -1.8267 -1.3142
O 1.5303 -1.2260 -1.3469
```

Here are the Mulliken charges for atoms 1 to 2, given in e:
1. C -0.174
2. N -0.599